The following is a quantum chemistry calculation of a 14-piece molecular cluster, C130H112O22 overall at a distorted geometry, from the OMol25 dataset.

```
264
Properties=species:S:1:pos:R:3:forces:R:3
C 2.744 -6.129 6.485 2.5 0.8 0.1
C 3.965 -5.413 6.272 -0.9 -0.5 -0.2
C 4.406 -5.104 4.983 -1.5 0.0 1.0
C 3.577 -5.377 3.909 0.1 -0.6 -1.5
C 2.364 -6.054 4.041 1.3 -0.1 1.9
C 2.043 -6.417 5.350 -1.3 -1.0 0.1
C 1.595 -6.538 2.889 0.0 0.7 -1.0
O 0.742 -7.380 2.915 -0.6 -0.9 0.8
C 1.876 -5.836 1.612 -0.9 -0.1 0.4
C 0.848 -5.784 0.670 -1.1 -1.3 0.0
C 0.939 -5.019 -0.463 0.7 0.3 -0.4
C 2.139 -4.328 -0.624 0.1 0.6 -0.2
C 3.178 -4.365 0.311 0.1 1.6 -0.5
C 3.028 -5.103 1.473 0.9 0.2 -0.9
C 4.078 -5.064 2.522 -0.8 0.4 1.1
O 5.213 -4.679 2.355 0.2 0.1 -0.5
H 2.504 -6.546 7.502 0.0 0.7 -1.3
H 4.522 -5.121 7.131 0.6 0.1 0.4
H 5.296 -4.563 4.778 0.8 0.2 0.1
H 1.190 -7.014 5.534 -1.1 -0.5 -0.4
H -0.052 -6.415 0.785 0.6 0.5 0.4
H 0.146 -4.954 -1.235 0.5 -0.1 0.8
H 2.210 -3.677 -1.481 0.3 0.2 -0.2
H 4.001 -3.608 0.238 -0.6 -1.2 -0.2
C -0.039 -6.865 -3.192 -1.2 -1.8 0.3
C 1.194 -6.296 -3.373 -0.3 0.5 -0.5
C 1.279 -5.029 -3.960 0.4 0.3 0.4
C 0.085 -4.340 -4.253 1.1 0.1 0.4
C -1.155 -4.922 -3.939 0.4 -0.1 -1.0
C -1.216 -6.232 -3.491 0.3 1.7 0.2
C -2.396 -4.213 -4.270 -2.7 0.4 0.4
O -3.546 -4.597 -3.998 1.8 -0.6 0.2
C -2.333 -2.906 -4.938 1.7 0.9 -0.6
C -3.471 -2.329 -5.458 -2.6 -1.9 1.5
C -3.423 -1.148 -6.134 -0.6 0.6 -1.3
C -2.193 -0.544 -6.329 -0.3 2.8 -0.1
C -1.059 -1.007 -5.695 0.5 0.1 -1.8
C -1.100 -2.230 -5.092 -0.9 -2.0 0.4
C 0.161 -2.919 -4.717 1.0 2.3 0.9
O 1.163 -2.185 -4.668 -0.8 -2.2 -0.1
H -0.183 -7.885 -2.815 0.6 0.4 0.1
H 1.991 -6.896 -3.002 1.0 0.1 -0.1
H 2.266 -4.526 -4.086 -1.0 -0.4 -0.1
H -2.185 -6.590 -3.270 -0.8 -0.9 0.1
H -4.461 -2.880 -5.204 1.8 1.1 -0.8
H -4.325 -0.754 -6.636 0.6 -0.1 0.5
H -2.157 0.462 -6.867 0.0 -1.6 0.6
H -0.095 -0.598 -5.980 0.0 0.3 0.5
C 6.317 0.535 1.381 -0.8 1.5 -2.0
C 5.893 0.095 0.136 -0.7 -0.4 -1.9
C 5.705 0.977 -0.978 -0.3 -0.5 1.7
C 5.956 2.319 -0.758 0.2 0.5 0.2
C 6.350 2.804 0.504 0.0 -0.6 -0.2
C 6.482 1.899 1.536 1.7 1.3 1.1
C 6.632 4.243 0.799 0.4 0.8 0.8
O 7.167 4.629 1.850 -1.1 -0.7 -1.9
C 6.202 5.201 -0.279 0.6 0.1 -0.8
C 6.315 6.581 -0.103 0.2 -0.6 -1.0
C 5.977 7.447 -1.165 -0.1 -0.2 0.9
C 5.377 6.925 -2.295 0.6 -0.1 -0.1
C 5.440 5.563 -2.545 -0.4 0.2 -0.5
C 5.879 4.709 -1.572 -0.3 0.0 1.4
C 5.803 3.267 -1.869 0.0 -0.2 -0.4
O 5.590 2.887 -3.008 0.0 -0.2 -0.1
H 6.378 -0.090 2.197 0.4 -1.5 1.5
H 5.636 -0.958 -0.087 0.3 0.5 0.5
H 5.237 0.664 -1.922 0.7 -0.2 0.6
H 6.913 2.394 2.440 -0.7 -0.9 -0.3
H 6.737 6.847 0.840 0.1 0.8 0.5
H 6.132 8.529 -1.148 -0.2 -0.4 0.5
H 4.931 7.610 -2.979 -0.1 0.2 -0.7
H 5.155 5.100 -3.488 -0.1 0.4 0.1
C 0.438 -2.351 2.696 0.3 -0.9 1.4
C 0.789 -2.779 3.976 0.5 0.6 -0.4
C 0.076 -3.763 4.578 -1.2 -1.4 1.5
C -1.063 -4.334 3.972 1.7 0.8 -1.3
C -1.355 -3.976 2.629 -0.4 -0.8 1.9
C -0.586 -2.985 2.061 -1.1 0.9 -3.4
C -2.498 -4.674 1.937 0.1 1.2 -1.8
O -2.557 -4.710 0.710 0.0 -0.1 1.0
C -3.582 -5.170 2.801 2.1 -0.9 1.6
C -4.872 -5.311 2.430 -0.9 0.7 -1.1
C -5.853 -5.633 3.370 0.2 -0.5 -0.9
C -5.456 -6.180 4.537 2.1 0.4 1.8
C -4.080 -6.171 4.917 -1.4 -0.3 -0.4
C -3.154 -5.615 4.089 -0.6 0.1 -0.4
C -1.766 -5.455 4.578 0.2 -0.7 0.7
O -1.261 -6.176 5.428 -0.6 0.6 -0.4
H 1.011 -1.587 2.255 0.4 0.8 -0.8
H 1.620 -2.339 4.516 -0.1 0.0 -0.2
H 0.363 -4.106 5.592 -0.3 0.2 -0.8
H -0.836 -2.657 0.996 0.3 -0.6 1.6
H -5.122 -5.111 1.391 -0.2 0.3 0.2
H -6.890 -5.531 3.156 -0.6 0.0 -0.4
H -6.096 -6.483 5.327 -1.0 -0.3 0.2
H -3.790 -6.567 5.868 0.2 -0.1 0.4
C -7.374 -0.982 4.500 0.4 -0.2 1.2
C -7.230 0.398 4.243 -1.6 0.0 2.6
C -7.013 0.901 3.011 0.8 -1.3 -1.8
C -6.866 0.002 1.936 -0.1 -1.5 0.0
C -6.944 -1.397 2.175 -0.8 0.7 -0.2
C -7.155 -1.871 3.480 0.3 0.3 -0.8
C -7.104 -2.388 1.040 1.1 0.9 -1.0
O -7.365 -3.550 1.212 -0.2 -0.4 0.4
C -6.860 -1.885 -0.393 0.2 2.6 2.6
C -6.885 -2.722 -1.460 0.4 0.0 0.5
C -6.585 -2.201 -2.684 -0.3 -0.5 -1.2
C -6.375 -0.855 -2.918 -0.4 0.5 -0.7
C -6.411 0.049 -1.857 0.7 -1.2 0.7
C -6.565 -0.483 -0.541 -0.9 -2.0 -3.0
C -6.579 0.449 0.538 0.4 1.6 1.8
O -6.290 1.613 0.325 -0.1 0.3 0.2
H -7.602 -1.420 5.524 0.4 1.0 -1.4
H -7.479 1.119 5.055 0.5 -0.7 -0.5
H -6.897 1.933 2.832 0.0 1.1 -0.2
H -7.118 -2.930 3.625 -0.3 -0.5 0.2
H -7.029 -3.763 -1.294 -0.3 -0.7 0.0
H -6.575 -2.925 -3.480 0.2 0.1 -0.6
H -6.250 -0.537 -3.978 0.1 0.0 1.0
H -6.161 1.094 -2.011 -0.3 -0.1 0.2
C -0.610 -1.423 7.444 -0.8 0.6 -2.2
C -1.965 -1.774 7.269 -1.1 0.0 0.9
C -2.660 -1.411 6.099 1.3 0.1 -0.6
C -2.016 -0.742 5.056 2.8 0.6 1.9
C -0.624 -0.371 5.207 0.0 -0.7 2.3
C 0.073 -0.735 6.402 -1.1 -0.8 0.3
C 0.156 0.415 4.216 -0.8 -1.4 0.9
O 1.351 0.616 4.356 -0.6 0.3 -0.5
C -0.673 0.771 3.066 -1.1 -0.3 -0.5
C -0.062 1.430 2.063 1.2 1.4 -0.7
C -0.772 1.861 0.982 -0.3 2.2 -1.9
C -2.120 1.574 0.756 0.7 -0.1 0.4
C -2.741 0.780 1.697 2.6 0.4 1.0
C -2.036 0.434 2.867 0.8 0.4 -0.4
C -2.746 -0.352 3.864 1.2 -0.1 -0.3
O -3.851 -0.739 3.655 -2.6 -0.8 -0.1
H -0.065 -1.653 8.325 0.2 -0.3 0.7
H -2.585 -2.251 8.106 1.3 0.6 -1.3
H -3.674 -1.631 5.827 -0.6 -0.4 0.7
H 1.159 -0.583 6.568 -0.9 0.3 -0.5
H 0.962 1.769 2.187 -0.1 -0.2 0.0
H -0.317 2.661 0.340 -0.1 -1.1 0.3
H -2.640 2.003 -0.090 -0.1 -0.2 0.0
H -3.696 0.417 1.612 -2.3 -0.6 -0.2
C 4.796 9.302 2.656 -0.2 -1.4 0.1
C 4.149 9.559 1.475 -1.0 0.5 -1.3
C 3.539 8.523 0.734 0.3 -0.4 1.4
C 3.515 7.240 1.296 0.2 1.3 -1.0
C 4.134 7.053 2.531 -1.0 -1.6 -1.1
C 4.797 8.019 3.199 -0.3 2.0 -1.1
C 4.212 5.701 3.077 1.2 -0.5 0.5
O 4.802 5.563 4.131 -0.4 -0.7 0.3
C 3.762 4.543 2.260 -0.5 1.1 0.2
C 3.897 3.298 2.816 -0.5 -0.1 0.2
C 3.412 2.203 2.109 1.5 -0.3 0.7
C 2.988 2.426 0.817 -2.4 -3.1 -1.6
C 2.772 3.683 0.275 -0.1 -0.6 -1.7
C 3.152 4.747 1.002 1.1 1.3 1.5
C 2.967 6.118 0.462 0.1 -0.1 1.6
O 2.338 6.287 -0.555 -0.2 0.2 -0.2
H 5.332 10.047 3.153 0.6 1.3 0.7
H 4.074 10.610 1.158 0.2 -0.6 -0.2
H 3.089 8.602 -0.233 -0.1 0.6 -0.4
H 5.301 7.781 4.078 0.7 -0.3 1.3
H 4.328 3.248 3.811 0.0 -0.2 -0.1
H 3.583 1.206 2.573 -0.6 0.7 -0.8
H 2.568 1.507 0.234 1.1 1.6 0.9
H 2.419 3.910 -0.757 0.0 -0.7 1.0
C -2.084 -2.500 -1.522 0.2 0.8 0.7
C -3.232 -1.723 -1.762 0.1 -0.3 -0.7
C -3.051 -0.433 -2.238 2.1 -0.6 1.1
C -1.744 0.161 -2.166 -2.3 1.2 -2.2
C -0.644 -0.515 -1.762 0.8 -1.8 1.2
C -0.855 -1.853 -1.390 0.5 -0.8 -0.3
C 0.759 0.048 -1.741 0.0 -1.1 0.5
O 1.692 -0.519 -1.183 -1.0 0.1 -0.2
C 0.954 1.292 -2.466 -2.9 1.3 -0.4
C 2.194 1.817 -2.576 2.3 -0.3 0.6
C 2.401 3.055 -3.135 -0.4 0.9 -0.6
C 1.315 3.715 -3.698 -0.1 0.0 0.2
C 0.007 3.235 -3.648 0.7 -1.6 0.7
C -0.187 2.042 -2.952 0.5 -0.9 -0.1
C -1.598 1.527 -2.775 -0.4 0.4 0.6
O -2.590 2.213 -3.011 1.1 -0.5 -0.1
H -2.115 -3.579 -1.404 -0.3 0.2 0.4
H -4.250 -2.135 -1.706 0.7 0.0 -0.3
H -3.857 0.042 -2.720 -0.7 1.0 -0.1
H 0.001 -2.443 -1.051 -0.1 0.2 -0.3
H 3.025 1.242 -2.148 -0.3 0.2 -0.3
H 3.365 3.579 -3.164 -0.4 -0.6 0.0
H 1.534 4.659 -4.113 0.0 1.0 -0.7
H -0.867 3.601 -4.149 -0.1 0.9 -0.1
C -4.044 5.722 -7.194 -1.5 -0.6 0.7
C -4.186 5.025 -5.821 0.6 -0.1 -1.8
C -3.782 3.578 -5.867 -1.7 -1.7 -0.9
O -3.245 5.690 -5.024 0.0 0.0 2.5
H -4.440 6.751 -7.201 0.1 -0.4 0.1
H -4.590 5.106 -7.908 -0.1 0.2 -0.3
H -3.020 5.730 -7.459 1.1 0.1 -0.3
H -5.236 5.030 -5.542 -0.2 0.7 0.7
H -2.734 3.504 -6.048 0.9 -0.2 -0.3
H -4.352 2.969 -6.659 0.8 1.0 0.9
H -4.015 3.069 -4.923 0.2 0.2 0.0
H -3.177 5.234 -4.139 -0.2 0.7 -1.3
C 4.914 -2.681 -3.818 0.4 -1.5 0.3
C 5.592 -1.368 -4.286 -2.4 -0.3 -0.7
C 5.397 -1.180 -5.790 0.4 0.1 -0.2
O 4.794 -0.365 -3.669 0.3 0.7 0.6
H 5.548 -3.318 -3.090 -0.9 1.1 -1.1
H 4.655 -3.327 -4.704 0.5 0.5 0.8
H 3.932 -2.456 -3.338 0.8 0.0 -0.3
H 6.638 -1.304 -4.038 0.5 0.1 0.4
H 5.972 -2.001 -6.244 -0.4 0.3 -0.5
H 5.830 -0.196 -6.130 -0.4 -0.9 0.3
H 4.302 -1.228 -6.044 1.1 -0.1 0.2
H 4.969 0.480 -4.100 0.1 0.1 0.1
C 1.115 9.476 -3.286 0.3 -0.4 -1.1
C 0.836 7.980 -3.245 -1.2 0.3 0.8
C 0.185 7.448 -4.519 -0.8 0.4 0.4
O 2.016 7.277 -2.931 0.0 -0.2 1.7
H 0.226 10.027 -3.566 -0.2 0.3 0.3
H 1.812 9.576 -4.109 0.2 0.2 -0.6
H 1.680 9.911 -2.469 -0.4 -0.2 0.6
H 0.182 7.700 -2.396 -0.5 0.7 -0.4
H -0.582 8.121 -4.977 0.7 -0.3 0.5
H -0.338 6.524 -4.274 0.1 -0.1 -0.2
H 0.951 7.246 -5.238 0.5 -0.1 -0.6
H 1.873 7.203 -1.931 1.4 -0.4 -2.0
C 5.020 -0.250 4.812 -3.2 -0.1 -2.0
C 4.820 -1.663 4.212 0.4 0.4 -0.1
C 3.750 -1.597 3.106 0.3 -0.4 -0.4
O 6.050 -2.046 3.650 1.0 1.4 0.3
H 3.951 -0.051 5.222 2.1 0.3 0.0
H 5.120 0.443 3.905 0.2 -0.7 1.5
H 5.850 -0.178 5.482 0.2 0.1 0.5
H 4.620 -2.399 5.015 -0.6 0.4 -0.2
H 2.880 -1.087 3.525 -0.1 0.0 -0.5
H 3.477 -2.554 2.624 -0.1 0.1 0.9
H 4.159 -1.100 2.199 -0.1 0.5 0.8
H 5.960 -2.922 3.344 0.0 -1.8 -0.8
C -4.032 -8.054 -0.131 0.4 1.3 -0.5
C -5.118 -7.719 -1.181 0.5 -0.7 -0.4
C -6.138 -6.694 -0.712 0.3 -0.8 -0.1
O -4.488 -7.296 -2.402 0.0 -0.3 0.0
H -4.214 -8.913 0.510 -0.1 0.0 -0.1
H -3.950 -7.143 0.468 0.1 -0.2 0.4
H -3.034 -8.099 -0.612 -0.6 -0.5 0.1
H -5.684 -8.617 -1.501 0.3 0.2 0.4
H -6.542 -7.004 0.263 0.0 0.4 -0.3
H -6.877 -6.711 -1.487 -1.0 0.2 -0.1
H -5.738 -5.685 -0.704 0.3 0.1 0.4
H -4.510 -6.343 -2.497 0.0 0.4 0.0
C -1.901 6.196 -0.666 -0.2 -1.7 -0.2
C -2.407 5.197 0.409 -0.2 1.3 -0.5
C -1.951 5.650 1.778 -0.9 -1.3 0.8
O -3.815 5.256 0.308 -1.3 -0.7 0.5
H -2.208 7.204 -0.510 -0.5 0.8 0.5
H -2.312 5.901 -1.639 0.2 0.0 0.1
H -0.820 6.192 -0.700 0.4 -0.1 -0.1
H -2.083 4.178 0.182 0.3 0.1 -0.1
H -0.924 5.909 1.673 1.1 0.1 0.4
H -2.089 4.813 2.549 0.2 1.3 -0.9
H -2.516 6.550 2.058 0.1 -0.3 0.0
H -4.263 4.662 0.956 0.7 0.6 -0.7
```
Positions in Å, forces in eV/Å.

**DFT total energy**: -181672.272 eV
**HOMO-LUMO gap**: 7.86 eV
**HOMO energy**: -0.3417 Ha